Record 1
Density functional theory data (ωB97M-V/def2-TZVPD) for a cluster of 2 separate species, CH2F2NO2S in total.

Values from the calculation:
Electronic energy in a.u.: -842.42133
ΔE to the lowest compared entry with this formula, charge and spin in kcal per mole: 60.0
F_max in eV Å⁻¹: 2.78
Charge: -1
Multiplicity: 1

Geometry as XYZ:
```
9
Properties=species:S:1:pos:R:3:forces:R:3:lowdin_charge:R:1
C -1.231 1.311 -0.372 -0.42 -1.12 2.13 -0.141
N 1.727 -0.439 -0.318 -1.38 -0.53 1.66 -0.140
O 0.010 -1.137 1.597 0.35 0.96 -0.99 -0.479
O -0.400 -1.873 -0.718 0.59 1.68 0.64 -0.505
F -0.881 1.837 0.882 -0.52 -0.04 -1.26 -0.153
F -2.456 0.707 -0.086 1.20 0.87 -0.42 -0.125
S 0.004 -0.729 0.169 -0.62 -2.71 -0.09 0.585
H 1.784 0.489 0.060 0.74 0.82 0.91 -0.008
H 1.443 -0.166 -1.215 0.05 0.07 -2.57 -0.033
```
Forces are in eV/Å.

Record 2
Density functional theory data (ωB97M-V/def2-TZVPD) for the molecule C4H6S3.

Values from the calculation:
Electronic energy in a.u.: -1350.51610
ΔE to the lowest compared entry with this formula, charge and spin in kcal per mole: 19.5
SMILES: S=CS[C@H]1C[C@@H]1S
F_max in eV Å⁻¹: 0.84
Charge: 0
Multiplicity: 1

Geometry as XYZ:
```
13
Properties=species:S:1:pos:R:3:forces:R:3:lowdin_charge:R:1
S -3.926 -0.486 -0.584 0.15 0.03 0.01 0.596
C -2.355 -0.221 -0.299 0.09 0.00 0.07 -1.087
S -1.529 1.227 -0.744 -0.05 -0.20 0.06 0.909
C 0.160 0.976 -0.193 0.27 0.12 0.06 -0.601
C 0.565 0.194 1.026 0.62 0.56 0.09 -0.157
C 0.912 -0.321 -0.346 -0.31 -0.15 -0.06 -0.692
S 2.572 -0.238 -0.988 0.13 -0.09 0.13 0.755
H -1.739 -0.969 0.210 -0.12 0.14 -0.12 0.008
H 0.709 1.903 -0.400 -0.12 -0.44 0.11 0.099
H -0.207 -0.322 1.572 -0.06 -0.09 0.12 0.092
H 1.389 0.602 1.635 -0.56 -0.24 -0.36 0.114
H 0.319 -1.166 -0.696 0.15 0.19 0.00 0.093
H 3.130 -1.178 -0.193 -0.18 0.18 -0.12 -0.130
```
Forces are in eV/Å.

Record 3
Density functional theory data (ωB97M-V/def2-TZVPD) for a structure of composition C22H26N3NaOSi2.

Values from the calculation:
Electronic energy in a.u.: -1834.72835
ΔE to the lowest compared entry with this formula, charge and spin in kcal per mole: 0.0
F_max in eV Å⁻¹: 3.05
Charge: -2
Multiplicity: 1

Geometry as XYZ:
```
55
Properties=species:S:1:pos:R:3:forces:R:3:lowdin_charge:R:1
Na 0.427 -0.958 0.321 -0.01 0.15 0.11 0.059
O 2.268 -4.865 2.089 -0.65 0.96 -0.59 -0.101
C 1.599 -3.932 1.529 -0.61 -1.13 0.04 -0.510
N 1.683 -2.633 1.669 -0.15 -0.24 -0.46 0.011
C 2.638 -2.246 2.647 0.81 -0.07 0.29 -0.222
C 2.602 -0.777 3.029 -0.35 -0.87 -0.95 -0.238
C 3.298 -0.341 4.153 -1.26 2.45 -1.31 -0.040
C 3.252 1.023 4.437 0.52 -0.24 0.91 -0.089
C 2.588 1.889 3.578 0.42 -1.44 0.72 -0.091
C 1.952 1.332 2.505 -1.51 0.71 -1.71 -0.135
N 1.901 0.033 2.219 0.85 0.05 0.76 0.121
C 0.425 -4.382 0.572 1.72 -0.75 0.83 -0.183
C 0.124 -5.727 0.381 -0.13 -1.00 0.19 -0.020
C -0.853 -6.115 -0.553 1.99 -0.03 1.14 -0.090
C -1.446 -5.131 -1.285 -0.67 -0.76 -0.28 -0.101
C -1.111 -3.845 -0.986 -1.23 1.75 -1.36 -0.149
N -0.201 -3.472 -0.127 -0.05 1.44 0.20 0.108
H 3.698 -2.503 2.380 -0.51 0.23 -0.10 0.133
H 2.483 -2.852 3.535 0.02 -0.11 0.61 0.106
H 3.829 -0.984 4.757 0.99 -1.51 1.20 0.078
H 3.721 1.393 5.375 -0.27 -0.18 -0.80 0.103
H 2.496 2.904 3.809 -0.04 1.45 0.10 0.076
H 1.373 1.980 1.800 0.50 -0.57 0.61 0.121
H 0.675 -6.493 0.940 -0.16 0.50 -0.13 0.104
H -0.960 -7.168 -0.731 -0.44 -0.33 -0.13 0.087
H -2.152 -5.379 -2.056 -0.29 0.17 -0.22 0.092
H -1.635 -3.028 -1.516 0.37 -0.34 0.23 0.108
C 2.341 2.415 -1.706 -0.34 1.17 0.74 -0.338
Si 0.737 1.348 -1.866 -0.65 0.24 0.01 0.563
C 0.652 1.032 -3.799 -1.15 -0.03 -0.02 -0.319
C -0.660 2.806 -1.666 -0.06 -0.61 -0.59 -0.302
C -0.543 4.019 -2.366 0.48 -0.52 0.52 -0.154
C -1.452 5.041 -2.210 -0.65 1.83 -0.25 -0.169
C -2.531 4.898 -1.361 -0.63 -0.82 0.62 -0.151
C -2.723 3.666 -0.714 -0.02 0.71 -0.10 -0.152
C -1.840 2.602 -0.887 0.42 -0.78 0.41 -0.337
Si -2.196 0.863 0.010 0.50 0.68 0.05 0.517
C -2.769 -0.173 -1.520 1.10 -0.13 -0.26 -0.318
C -3.965 1.143 0.733 -0.39 0.32 0.89 -0.364
H 2.507 3.293 -2.397 -0.07 -0.84 0.38 0.004
H 3.176 1.724 -1.706 0.44 0.01 -0.23 -0.029
H 2.301 2.840 -0.660 0.12 -0.29 -0.85 -0.002
H 0.956 1.905 -4.370 0.47 0.22 -0.24 -0.022
H -0.416 0.907 -4.105 0.51 -0.15 0.35 0.001
H 1.177 0.127 -4.134 0.09 0.28 0.09 -0.017
H 0.325 4.210 -2.981 0.21 -0.11 -0.20 0.073
H -1.354 6.038 -2.697 0.25 -0.86 0.09 0.085
H -3.277 5.680 -1.176 0.42 0.00 -0.24 0.077
H -3.574 3.588 -0.031 0.14 -0.17 -0.25 0.068
H -3.395 0.373 -2.213 -0.61 0.18 -0.12 -0.002
H -3.257 -1.084 -1.148 0.04 0.04 -0.30 -0.011
H -1.859 -0.418 -2.121 -0.52 -0.20 0.46 -0.013
H -4.675 1.630 0.063 -0.16 -0.10 -0.45 -0.017
H -4.097 1.721 1.699 0.45 -0.88 -0.73 0.008
H -4.262 0.083 0.860 -0.28 0.49 0.29 -0.015
```
Forces are in eV/Å.

Record 4
Density functional theory data (ωB97M-V/def2-TZVPD) for the molecule C4H3NOS.

Values from the calculation:
Electronic energy in a.u.: -682.20004
ΔE to the lowest compared entry with this formula, charge and spin in kcal per mole: 107.1
SMILES: O=S1#CC=CC=N1
F_max in eV Å⁻¹: 3.62
Charge: 0
Multiplicity: 1

Geometry as XYZ:
```
10
Properties=species:S:1:pos:R:3:forces:R:3:lowdin_charge:R:1
O -0.550 2.660 -1.076 -0.08 -0.13 -0.35 -0.462
S -0.970 1.320 -1.433 0.67 -0.47 1.54 0.874
C -1.332 0.366 0.051 0.88 0.75 -2.85 -0.081
C -0.700 -0.230 1.032 0.46 -1.96 -0.68 -0.183
C 0.553 -0.861 0.760 0.23 0.75 -0.14 -0.081
C 1.040 -0.522 -0.514 -2.44 0.48 2.63 -0.196
N 0.269 0.158 -1.335 -1.88 0.79 0.03 -0.169
H -1.259 -0.786 1.748 -0.57 0.60 1.38 0.111
H 0.956 -1.402 1.618 0.58 -0.11 -0.85 0.097
H 1.993 -0.704 -0.851 2.15 -0.70 -0.71 0.090
```
Forces are in eV/Å.

Record 5
Density functional theory data (ωB97M-V/def2-TZVPD) for the molecule C20H25N3O6S.

Values from the calculation:
Electronic energy in a.u.: -1791.06081
ΔE to the lowest compared entry with this formula, charge and spin in kcal per mole: 43.8
SMILES: COC(=O)c1ccc(C(=O)OC)c(NC(=S)N2CCN(C(=O)[C@H]3CCCO3)CC2)c1
F_max in eV Å⁻¹: 1.13
Charge: 0
Multiplicity: 1

Geometry as XYZ:
```
55
Properties=species:S:1:pos:R:3:forces:R:3:lowdin_charge:R:1
C -4.938 -4.677 0.213 -0.31 -0.31 0.05 -0.041
O -4.437 -3.350 0.158 0.29 0.30 -0.06 -0.036
C -5.337 -2.376 0.320 -0.28 -0.19 0.06 -0.452
O -6.509 -2.580 0.522 0.13 0.02 -0.02 0.118
C -4.735 -1.018 0.225 0.14 0.53 -0.01 -0.099
C -5.565 0.085 0.436 -0.01 -0.22 0.00 0.000
C -5.032 1.351 0.384 0.11 -0.05 -0.02 0.004
C -3.678 1.554 0.098 -0.08 -0.47 -0.05 -0.044
C -3.154 2.929 0.063 0.35 0.26 -0.04 -0.415
O -1.973 3.228 -0.033 -0.26 0.09 0.05 0.084
O -4.104 3.859 0.152 -0.19 -0.36 0.00 -0.034
C -3.665 5.209 0.128 0.32 0.38 -0.01 -0.035
C -2.844 0.437 -0.150 -0.65 0.06 0.13 -0.155
N -1.507 0.656 -0.411 0.90 0.67 0.08 0.086
C -0.610 -0.101 -1.111 0.01 -0.19 -0.25 -0.745
S -1.017 -1.488 -1.923 -0.25 -0.58 -0.35 0.717
N 0.651 0.391 -1.149 -0.29 0.11 0.17 -0.111
C 1.727 -0.360 -1.759 0.33 -0.33 -0.07 -0.169
C 2.879 -0.515 -0.775 -0.07 -0.43 -0.17 -0.104
N 3.394 0.790 -0.406 -0.30 0.12 -0.21 -0.024
C 4.570 1.045 0.204 0.33 -0.14 -0.03 -0.402
O 4.887 2.175 0.532 0.26 0.18 0.17 0.064
C 5.502 -0.117 0.540 0.26 0.27 0.35 -0.235
C 5.010 -0.946 1.755 0.02 0.03 -0.06 -0.102
C 5.198 -2.401 1.304 0.08 0.03 -0.22 -0.144
C 6.072 -2.254 0.054 0.07 -0.34 0.20 -0.190
O 5.687 -1.027 -0.527 -0.08 0.21 -0.15 -0.117
C 2.519 1.908 -0.703 -0.09 0.31 0.14 -0.111
C 1.066 1.566 -0.396 0.10 0.32 0.17 -0.111
C -3.391 -0.844 -0.058 -0.17 -0.14 0.10 0.020
H -5.366 -4.881 1.197 0.04 -0.01 -0.09 0.098
H -4.090 -5.329 0.020 -0.03 0.05 0.01 0.095
H -5.714 -4.821 -0.542 0.08 -0.01 0.07 0.099
H -6.609 -0.080 0.648 -0.08 0.01 0.02 0.120
H -5.655 2.212 0.568 -0.05 0.02 0.00 0.119
H -3.145 5.423 -0.808 -0.06 0.00 0.09 0.100
H -4.561 5.819 0.215 0.04 -0.05 0.00 0.097
H -2.985 5.403 0.960 -0.08 0.01 -0.08 0.100
H -1.255 1.633 -0.250 0.01 -0.23 0.04 0.083
H 2.066 0.138 -2.672 -0.01 -0.08 0.01 0.136
H 1.337 -1.344 -2.032 0.17 0.24 0.04 0.049
H 2.509 -1.039 0.116 0.01 -0.08 -0.10 0.133
H 3.673 -1.108 -1.230 -0.22 0.03 0.07 0.127
H 6.469 0.349 0.786 -0.26 -0.02 -0.08 0.157
H 3.971 -0.725 1.992 -0.02 -0.01 0.05 0.110
H 5.610 -0.714 2.632 -0.04 0.04 0.01 0.116
H 5.677 -3.015 2.063 -0.03 -0.06 0.03 0.109
H 4.242 -2.853 1.040 0.00 -0.03 0.01 0.106
H 5.918 -3.037 -0.688 0.06 0.01 0.05 0.125
H 7.135 -2.220 0.331 -0.05 -0.03 -0.05 0.125
H 2.843 2.749 -0.086 -0.14 -0.11 -0.16 0.128
H 2.623 2.198 -1.754 -0.03 0.05 0.08 0.137
H 0.457 2.435 -0.665 0.05 -0.06 0.07 0.123
H 0.950 1.382 0.680 -0.03 0.08 -0.06 0.144
H -2.767 -1.707 -0.211 -0.01 0.08 0.04 0.049
```
Forces are in eV/Å.

Record 6
Density functional theory data (ωB97M-V/def2-TZVPD) for a cluster of 2 separate species, C4H13N2O2 in total.

Values from the calculation:
Electronic energy in a.u.: -420.04808
ΔE to the lowest compared entry with this formula, charge and spin in kcal per mole: 38.3
<S²>: 0.7548
F_max in eV Å⁻¹: 4.16
Charge: 0
Multiplicity: 2

Geometry as XYZ:
```
21
Properties=species:S:1:pos:R:3:forces:R:3:lowdin_charge:R:1
C 2.588 1.778 0.250 -0.80 0.46 1.40 -0.140
N 1.456 0.900 0.589 0.02 -0.08 -1.14 -0.125
C 1.165 0.558 1.991 0.98 -0.11 -0.50 -0.352
O 0.602 -0.710 2.003 -2.37 -0.03 -1.22 -0.121
H 2.377 2.740 0.745 0.04 0.02 -0.48 0.073
H 2.668 1.939 -0.828 -0.03 -0.14 0.23 0.071
H 3.554 1.500 0.694 0.03 -0.47 -0.29 0.068
H 1.470 0.039 0.031 0.18 0.42 0.66 0.102
H 2.105 0.532 2.573 -0.23 -0.07 0.00 0.115
H 0.501 1.296 2.456 0.00 0.20 -0.18 0.112
H -0.296 -0.641 1.415 3.43 -0.29 2.34 0.042
C -1.347 -1.771 -2.016 0.62 1.19 -0.37 -0.127
N -1.973 -0.432 -1.782 1.13 0.39 2.84 -0.079
C -2.445 -0.439 -0.327 -0.44 0.83 -2.08 -0.309
O -1.445 -0.523 0.584 -1.97 0.03 -1.11 0.034
H -0.822 -2.104 -1.105 -0.01 -0.10 -0.40 0.075
H -0.633 -1.649 -2.846 -0.16 -0.28 0.37 0.081
H -2.087 -2.508 -2.319 -0.21 0.11 0.11 0.073
H -1.219 0.309 -1.637 -0.82 -1.36 -1.07 0.117
H -3.134 -1.291 -0.249 0.09 -0.18 0.49 0.147
H -3.087 0.476 -0.225 0.52 -0.51 0.41 0.143
```
Forces are in eV/Å.